Entry 1:
Molecular formula: C4H10N2O3
Method: DFT, ωB97M-V with the def2-TZVPD basis set

Geometry as XYZ:
```
19
Properties=species:S:1:pos:R:3:lowdin_charge:R:1
O 2.424 -1.435 -0.034 0.0979
O 1.562 0.146 1.461 0.0150
O 2.560 0.859 -0.505 -0.0069
N 0.250 1.656 -0.587 0.1512
N -1.904 0.405 1.150 0.0079
C -0.981 -0.372 0.179 -0.3371
C 0.223 0.502 -0.216 -0.3405
C -1.780 -0.739 -1.157 -0.0676
C 1.764 -0.175 0.102 -0.4719
H -0.575 2.214 -0.488 0.1155
H -2.757 -0.144 1.451 0.0834
H -0.489 -1.331 0.655 0.1557
H 1.835 1.649 -0.573 0.1162
H -0.946 -1.222 -1.637 0.0555
H -2.061 0.205 -1.656 0.0681
H 2.593 -1.609 -0.953 0.1015
H -1.321 0.587 1.988 0.0675
H -2.790 -1.222 -1.116 0.0766
H 2.395 0.026 1.936 0.1120
```

Properties
Net charge = 0
E_tot = -493.38243 Eh
HOMO-LUMO gap (alpha / beta) = 5.7 / 6.2 eV
2S+1 = 3
⟨S²⟩ = 2.01

Entry 2:
Molecular formula: C5H10O
Method: DFT, ωB97M-V with the def2-TZVPD basis set

Geometry as XYZ:
```
16
Properties=species:S:1:pos:R:3:lowdin_charge:R:1
O 0.760 0.101 -0.624 -0.2923
C -1.706 -0.001 0.062 -0.1763
C -1.073 1.188 0.715 -0.2085
C 0.130 0.977 1.251 -0.0258
C -0.599 -0.318 -1.025 -0.1414
C 1.795 -0.815 -0.303 -0.1148
H -1.290 2.145 0.243 0.0976
H -0.526 -1.371 -1.285 0.1122
H 0.894 1.736 1.343 0.0777
H 1.511 -1.600 0.416 0.0878
H 0.409 0.000 1.650 0.0740
H 2.648 -0.279 0.161 0.0983
H -2.683 0.246 -0.393 0.1063
H -1.889 -0.856 0.730 0.1054
H 2.160 -1.263 -1.227 0.0811
H -0.844 0.290 -1.907 0.1187
```

Properties
SMILES string = C=CCCOC
Net charge = 0
E_tot = -271.64381 Eh
HOMO-LUMO gap = 9.3 eV

Entry 3:
Molecular formula: C21H14BrF4NOTc
Method: DFT, ωB97M-V with the def2-TZVPD basis set

Geometry as XYZ:
```
43
Properties=species:S:1:pos:R:3:lowdin_charge:R:1
Tc -0.181 1.557 -0.945 1.3064
Br -1.393 4.059 -0.399 0.9079
F 1.394 -6.908 2.678 0.1703
F 3.202 5.344 -1.297 0.1494
F 3.422 -6.172 2.843 0.1719
F 2.007 -5.813 4.444 0.1648
O -6.086 2.129 0.709 0.1690
N -2.186 1.478 -0.334 -0.1677
C 2.144 -5.891 3.120 -0.5977
C 2.927 3.039 -1.142 0.0487
C 0.418 0.818 -2.809 -0.0951
C 0.922 -2.356 2.530 0.0151
C 0.269 -0.070 -0.120 -0.1669
C 2.285 1.889 -1.590 -0.0747
C -4.329 0.573 0.175 0.0524
C 0.995 -2.285 1.128 -0.2332
C 0.952 3.245 -3.122 -0.0365
C 1.448 -3.396 0.390 0.0132
C -4.843 1.865 0.372 -0.2645
C -3.013 0.419 -0.164 -0.0692
C 1.814 -4.547 1.048 0.0256
C 1.289 -3.515 3.179 0.0289
C 2.590 4.255 -1.710 -0.2473
C -2.704 2.701 -0.138 -0.6775
C 0.618 -1.108 0.463 0.0011
C 1.732 -4.603 2.438 -0.0651
C 1.288 1.965 -2.596 -0.4140
C -3.987 2.970 0.211 0.0167
C 1.617 4.373 -2.709 0.0335
H 1.406 5.347 -3.130 0.1459
H 2.166 -5.407 0.494 0.1413
H 2.613 0.922 -1.229 0.1254
H 3.708 2.996 -0.394 0.1452
H -0.349 0.943 -3.570 0.0953
H -4.352 3.976 0.365 0.1457
H -6.635 1.338 0.808 0.1549
H 0.188 3.315 -3.888 0.1364
H 0.581 -1.497 3.091 0.1284
H 0.848 -0.173 -2.759 0.0856
H -2.570 -0.556 -0.306 0.1272
H 1.238 -3.582 4.257 0.1348
H 1.506 -3.339 -0.688 0.1272
H -4.957 -0.300 0.296 0.1412
```

Properties
Net charge = +2
E_tot = -3992.25022 Eh
HOMO-LUMO gap (alpha / beta) = 7.1 / 6.4 eV
2S+1 = 4
⟨S²⟩ = 3.85

Entry 4:
Molecular formula: C9H17OP
Method: DFT, ωB97M-V with the def2-TZVPD basis set

Geometry as XYZ:
```
28
Properties=species:S:1:pos:R:3:lowdin_charge:R:1
P 2.328 -0.696 -0.565 0.9537
O -1.649 0.041 -1.451 0.0319
C -3.263 0.711 0.719 -0.0935
C 0.845 -1.695 -0.992 -0.3844
C -2.282 -0.413 0.815 -0.1057
C 2.454 -0.601 1.296 -0.3278
C -1.386 -0.614 -0.196 -0.2950
C 1.406 0.971 -0.906 -0.5368
C -0.349 -1.664 0.000 -0.1936
C 1.422 1.268 -2.162 -0.0759
C 1.025 1.852 0.218 -0.1075
H -2.873 1.575 0.201 0.0674
H 1.923 2.015 0.929 0.1061
H 2.104 0.728 -2.802 0.0492
H 2.837 -1.601 1.609 0.0400
H -0.835 -2.563 -0.086 0.0841
H 0.696 1.983 -2.544 0.0764
H 0.106 -1.540 1.013 0.1033
H 1.286 -2.713 -1.068 0.0628
H 0.618 2.768 -0.214 0.0787
H 3.147 0.252 1.535 0.0429
H -2.252 -1.049 1.626 0.0809
H 1.568 -0.294 1.859 0.0227
H -3.985 0.253 0.051 0.0766
H -3.712 1.027 1.653 0.0681
H 0.188 1.497 0.811 0.0612
H -0.883 0.250 -1.906 0.0084
H 0.447 -1.449 -2.049 0.1059
```

Properties
SMILES string = C=C(C)P(C)CC/C(O)=C/C
Net charge = 0
E_tot = -769.61231 Eh
HOMO-LUMO gap = 9.1 eV

Entry 5:
Molecular formula: C48H38Cl5IKN3O2PS2
Method: DFT, ωB97M-V with the def2-TZVPD basis set

Geometry as XYZ:
```
101
Properties=species:S:1:pos:R:3:lowdin_charge:R:1
I 0.804 1.756 3.028 1.1032
K 0.125 -1.501 0.469 0.5994
Cl 5.974 -4.382 -3.145 0.6162
Cl 3.397 -5.599 -4.433 0.6433
Cl 0.593 -5.083 -3.150 0.7006
Cl 2.931 -2.119 0.729 0.7259
Cl 5.716 -2.669 -0.548 0.6488
S -3.941 -3.220 1.451 1.0677
S -0.625 -0.705 -2.954 0.9602
P 0.088 2.341 -0.160 1.0406
O -0.057 -0.524 -1.569 -0.6812
O 0.672 -3.273 -0.827 -0.2313
N 2.345 -1.868 4.109 -0.0245
N -1.983 -1.576 1.835 0.0025
N 1.356 -0.980 3.936 -0.0836
C 1.807 -3.547 -1.291 -0.5082
C -3.134 0.592 1.556 -0.0251
C 2.112 -2.713 5.134 -0.1274
C 1.838 -0.305 -4.109 -0.1120
C -1.606 -2.228 -2.919 -0.3780
C 2.602 3.615 -0.742 -0.0875
C -0.500 5.544 4.484 -0.0884
C 3.259 -4.618 -3.012 -0.7118
C 0.082 -3.558 2.300 -0.1212
C -0.828 6.334 3.433 -0.0562
C -1.745 -5.249 2.249 -0.1001
C 3.953 3.592 -1.073 -0.0889
C -4.330 1.236 1.282 -0.1063
C 1.885 2.429 -0.587 -0.3775
C -5.482 -0.879 1.043 -0.1059
C -4.281 -1.525 1.323 -0.4882
C 3.042 -3.062 -0.725 -0.5490
C -0.874 -6.273 2.548 -0.1271
C 2.013 -4.368 -2.459 -0.6124
C -3.100 -0.804 1.572 -0.3086
C 0.013 2.639 -3.039 -0.1133
C 3.918 1.193 -1.075 -0.0760
C 0.487 -1.251 4.894 -0.2087
C 0.065 3.730 2.973 -0.5966
C 0.914 -2.336 5.687 -0.0785
C 2.570 1.215 -0.743 -0.1180
C -0.681 2.468 -1.844 -0.4082
C -2.064 2.272 -1.904 -0.1081
C -0.266 4.102 0.424 -0.2818
C -1.024 6.763 1.063 -0.0522
C -0.545 5.055 -0.531 -0.1010
C -2.236 -2.848 1.835 -0.5043
C 0.719 -1.326 -3.989 -0.3649
C 0.917 -4.660 2.601 -0.1753
C 4.612 2.383 -1.248 -0.0877
C 4.418 -4.087 -2.442 -0.7385
C -5.496 0.509 1.021 -0.1101
C -0.722 5.857 2.104 -0.1679
C 4.288 -3.319 -1.285 -0.7033
C -0.663 2.672 -4.258 -0.1024
C -3.093 -1.894 -2.821 -0.1284
C -0.298 4.512 1.816 -0.1685
C -2.041 2.518 -4.301 -0.1048
C -0.913 6.380 -0.230 -0.0738
C -1.275 -3.922 2.129 -0.2975
C -0.039 4.239 4.238 -0.2027
C 0.479 -5.970 2.725 -0.1192
C -2.741 2.307 -3.117 -0.0898
H -3.815 2.155 -3.137 0.1029
H 2.683 -0.740 -4.644 0.0803
H -6.422 1.031 0.809 0.0929
H -2.616 2.086 -0.986 0.0922
H 1.091 2.759 -3.021 0.1047
H -3.444 -1.364 -3.710 0.0670
H 2.064 0.266 -0.593 0.0518
H -1.170 7.352 3.587 0.1076
H -2.801 -5.479 2.114 0.0650
H 2.794 -3.512 5.380 0.1114
H -6.384 -1.447 0.847 0.1000
H 2.182 -0.002 -3.121 0.0524
H 1.991 -4.484 2.733 0.0594
H 0.265 -1.550 -4.960 0.0963
H -1.370 -2.802 -3.814 0.0724
H -4.364 2.320 1.271 0.0986
H 0.248 3.612 5.074 0.0675
H -2.563 2.544 -5.251 0.0970
H 5.665 2.368 -1.501 0.0994
H -1.232 -7.292 2.644 0.0844
H -3.301 -1.264 -1.950 0.0697
H -0.496 4.786 -1.571 0.0919
H -1.331 7.770 1.324 0.1091
H 1.509 0.589 -4.645 0.0622
H 4.493 4.526 -1.185 0.0975
H -3.675 -2.811 -2.717 0.0742
H -0.106 2.817 -5.177 0.1005
H -2.223 1.146 1.764 0.0758
H 1.182 -6.772 2.951 0.0847
H -0.577 5.909 5.501 0.1025
H 3.085 -1.918 3.435 0.1029
H -1.114 7.079 -1.034 0.1037
H 1.065 -2.252 -3.529 0.0600
H -0.425 -0.672 4.969 0.0890
H 4.427 0.240 -1.184 0.0929
H 0.404 -2.794 6.518 0.0864
H -1.238 -2.780 -2.052 0.0714
H 2.112 4.570 -0.599 0.0957
```

Properties
Net charge = -1
E_tot = -6503.04780 Eh
HOMO-LUMO gap = 5.7 eV

Entry 6:
Molecular formula: C3H5NO4
Method: DFT, ωB97M-V with the def2-TZVPD basis set

Geometry as XYZ:
```
13
Properties=species:S:1:pos:R:3:lowdin_charge:R:1
O -1.337 -1.583 -0.088 0.0582
O 1.440 -1.410 0.229 0.0735
O -2.192 0.693 -0.316 0.0127
O 2.216 0.450 -0.435 0.1599
N 0.178 1.837 0.263 -0.0428
C -1.273 -0.123 0.043 -0.3428
C 1.318 -0.156 -0.102 -0.6126
C -0.053 0.422 0.550 -0.3691
H -2.113 -1.698 -0.624 0.1086
H 0.971 2.129 -1.161 0.2786
H -1.445 2.206 0.311 0.2836
H 0.436 -1.873 -0.084 0.2148
H -0.067 0.316 1.654 0.1774
```

Properties
Net charge = 0
E_tot = -472.76299 Eh
HOMO-LUMO gap = 9.0 eV

Entry 7:
Molecular formula: C13H13N7O4
Method: DFT, ωB97M-V with the def2-TZVPD basis set

Geometry as XYZ:
```
37
Properties=species:S:1:pos:R:3:lowdin_charge:R:1
O 2.465 2.509 2.920 0.0570
O 3.237 -0.135 -3.342 0.0421
O 1.385 0.608 2.695 0.0575
O 1.805 -1.654 -2.340 0.1002
N 5.432 4.119 -2.123 0.1753
N -0.913 -2.093 1.370 0.0687
N 2.058 1.552 2.218 -0.3143
N -2.860 -1.466 0.543 -0.0659
N -0.976 -0.086 0.091 0.0502
N 3.902 1.047 -3.000 0.1551
N 2.425 -0.613 -2.240 -0.1320
C -3.796 -0.711 -0.245 -0.1582
C -3.308 0.726 -0.315 -0.1743
C -1.537 -1.122 0.633 -0.3796
C 4.737 3.355 -1.577 -0.1618
C -1.789 -3.166 1.735 -0.1577
C 1.932 0.480 0.000 0.1150
C 3.514 1.270 -1.723 -0.1951
C 3.320 2.512 0.340 0.0904
C -1.829 0.822 -0.651 -0.2396
C 2.590 0.329 -1.212 -0.0832
C -3.094 -2.805 1.024 -0.1259
C 2.399 1.523 0.823 -0.1114
C 3.874 2.407 -0.937 -0.1464
H 3.595 3.345 0.985 0.1349
H 1.078 -0.154 0.243 0.0870
H -3.471 1.206 0.653 0.1157
H -3.890 1.278 -1.059 0.1132
H -1.924 -3.226 2.821 0.1160
H -1.699 0.676 -1.740 0.1126
H -1.386 -4.117 1.369 0.1150
H -1.456 1.827 -0.420 0.1060
H 0.048 -1.983 1.664 0.1405
H -3.252 -3.507 0.192 0.1214
H -4.797 -0.775 0.194 0.1246
H -3.851 -1.108 -1.270 0.1259
H -3.968 -2.868 1.679 0.1213
```

Properties
SMILES string = N#Cc1cc([N+](=O)[O-])cc2c1no[n+]2[O-].C1CN=C2NCCN2C1
Net charge = 0
E_tot = -1187.16024 Eh
HOMO-LUMO gap = 6.4 eV

Entry 8:
Molecular formula: C11H8NO5Pt
Method: DFT, ωB97M-V with the def2-TZVPD basis set

Geometry as XYZ:
```
26
Properties=species:S:1:pos:R:3:lowdin_charge:R:1
Pt -0.901 2.010 -2.651 1.2993
O -0.830 2.688 0.343 0.2687
O 2.287 1.784 -2.806 0.2578
O -4.046 1.649 -2.630 0.2684
O -0.489 3.276 -5.477 0.2926
O -0.694 -1.024 -2.244 0.1536
N 1.798 -0.632 0.529 0.2209
C -2.906 1.805 -2.773 -0.1334
C 1.140 -1.048 1.632 -0.2583
C -0.828 2.845 -4.454 -0.1121
C -0.868 -0.098 -3.007 -0.2109
C 1.132 1.935 -2.746 -0.1131
C 1.194 -1.710 3.973 0.0186
C -0.907 2.474 -0.807 -0.1662
C -0.161 -2.045 3.905 0.0386
C -0.872 -1.845 2.727 -0.0018
C 1.845 -1.203 2.851 0.0501
C -0.260 -1.300 1.600 0.0168
H 2.729 -0.212 0.619 0.1538
H -1.927 -2.101 2.684 0.1362
H 1.303 -0.459 -0.345 0.0993
H 1.762 -1.839 4.885 0.1408
H -0.964 -0.373 -4.126 0.1842
H -0.640 -2.492 4.762 0.1447
H -0.818 -1.103 0.682 0.1057
H 2.919 -0.982 2.875 0.1456
```

Properties
Net charge = +3
E_tot = -972.82139 Eh
HOMO-LUMO gap (alpha / beta) = 6.4 / 1.6 eV
2S+1 = 5
⟨S²⟩ = 6.04

Entry 9:
Molecular formula: C3H7NO2S
Method: DFT, ωB97M-V with the def2-TZVPD basis set

Geometry as XYZ:
```
14
Properties=species:S:1:pos:R:3:lowdin_charge:R:1
S 2.664 -1.620 0.619 0.6152
O -1.630 1.211 -1.901 0.0888
O -2.512 -0.260 -0.344 0.0492
N -0.642 1.014 0.236 0.0288
C -1.676 0.655 -0.605 -0.4770
C 1.419 -0.300 0.045 -0.5179
C 0.137 -0.011 0.883 -0.2654
H -0.696 1.908 0.744 0.1589
H 1.107 -0.582 -0.978 0.0740
H 1.779 -2.699 0.425 -0.1230
H -2.314 0.735 -2.347 0.0891
H 2.076 0.537 0.261 0.0423
H -0.385 -0.919 1.130 0.1037
H 0.674 0.331 1.832 0.1333
```

Properties
SMILES string = O=C(O)NCCS
Net charge = 0
E_tot = -721.90802 Eh
HOMO-LUMO gap = 9.9 eV

Entry 10:
Molecular formula: F2H4N2P
Method: DFT, ωB97M-V with the def2-TZVPD basis set

Geometry as XYZ:
```
9
Properties=species:S:1:pos:R:3:lowdin_charge:R:1
P 1.170 0.094 0.065 0.8501
F 2.146 0.337 1.244 -0.0798
F 2.053 0.419 -1.192 -0.0905
N 0.891 -1.522 -0.047 -0.0068
N -0.009 1.896 -0.260 0.0520
H 0.491 2.605 0.292 0.0352
H 0.556 -2.222 0.582 0.0943
H 1.339 -2.012 -0.813 0.1010
H -0.950 1.910 0.168 0.0446
```

Properties
SMILES string = NP(=[NH2+])(F)F
Net charge = +1
E_tot = -652.73826 Eh
HOMO-LUMO gap = 9.9 eV

Entry 11:
Molecular formula: C30H70F4IN6O5S
Method: DFT, ωB97M-V with the def2-TZVPD basis set

Geometry as XYZ:
```
117
Properties=species:S:1:pos:R:3:lowdin_charge:R:1
I 0.458 2.331 -5.115 1.0870
S -0.426 -3.122 0.251 0.7701
F 2.333 1.074 -2.518 0.0908
F 3.232 -0.973 -2.631 0.1193
F 2.435 -0.215 -0.689 0.1417
F 1.008 -2.300 -2.484 0.0422
O -1.739 0.484 -4.496 -0.0705
O -1.254 -3.061 1.502 -0.3683
O 1.318 -0.509 -4.734 -0.0142
O -1.400 0.284 -1.671 -0.0615
O 0.972 -2.628 0.583 -0.3889
N -0.223 -5.908 -4.710 -0.1969
N 0.297 -0.532 -3.811 -0.0201
N 0.901 2.061 3.087 -0.1933
N 6.391 3.968 6.267 -0.1939
N -6.622 1.836 -2.285 -0.2009
N -1.910 2.374 -2.627 0.0855
C 0.766 -0.891 -2.423 -0.1426
C 8.223 3.697 7.937 -0.0915
C -7.669 0.290 -4.033 -0.0824
C -7.717 1.775 -1.323 -0.2703
C 0.116 -8.228 -3.688 -0.0818
C 6.211 2.538 6.046 -0.2485
C 0.959 -5.280 -4.135 -0.2598
C -0.182 -6.169 -6.146 -0.2474
C 0.296 -0.190 4.141 -0.0705
C 5.305 4.816 5.788 -0.2517
C 0.161 0.807 2.992 -0.2497
C 2.346 1.947 3.254 -0.2674
C -1.193 -2.071 -1.073 -0.1524
C 5.298 1.778 7.008 -0.0841
C 3.016 1.130 2.157 -0.0906
C 0.961 -7.031 -6.681 -0.0792
C -0.457 0.791 -3.878 -0.6991
C 0.368 2.873 5.451 -0.0834
C 2.178 -0.237 -2.047 -0.3482
C 3.999 4.812 6.582 -0.0862
C -6.473 0.684 -3.167 -0.2608
C 0.297 3.082 3.941 -0.2491
C 6.899 4.359 7.577 -0.2719
C -6.488 3.140 -2.931 -0.2594
C 1.329 -3.962 -4.802 -0.0969
C -0.375 -0.692 -1.311 -0.1759
C -7.666 0.547 -0.422 -0.0912
C -0.836 1.385 -2.417 -0.3546
C -0.759 -6.994 -3.891 -0.2499
C -7.636 3.614 -3.819 -0.0856
H 5.503 2.013 8.055 0.0694
H -1.426 -2.624 -2.036 0.1207
H 5.453 0.701 6.884 0.0734
H 0.763 -5.060 -3.080 0.1064
H 0.028 1.916 -1.907 0.1713
H -0.338 -1.312 -4.099 0.2048
H -6.341 3.890 -2.144 0.1089
H -1.726 -7.307 -4.297 0.1153
H 0.077 3.795 5.963 0.0765
H 5.086 4.567 4.744 0.1055
H -7.852 -0.375 -0.977 0.0644
H 1.830 -5.948 -4.159 0.1109
H 2.760 1.516 1.167 0.0628
H 0.953 -0.834 -5.587 0.1553
H -7.794 0.959 -4.883 0.0561
H 6.170 4.157 8.373 0.0996
H -6.697 0.465 0.078 0.0763
H 0.476 -3.272 -4.811 0.0493
H -8.608 3.513 -3.333 0.0712
H 0.008 -0.386 -0.287 0.1637
H -7.501 4.672 -4.059 0.0746
H -8.604 0.263 -3.469 0.0718
H 1.334 -0.342 4.444 0.0731
H -8.697 1.815 -1.817 0.1022
H 8.114 2.621 8.092 0.0642
H 5.674 5.848 5.756 0.1101
H -5.602 0.834 -3.816 0.1050
H 1.012 -6.935 -7.769 0.0779
H 2.734 0.075 2.205 0.0655
H 4.102 1.182 2.266 0.0761
H -2.836 1.935 -2.526 0.1056
H -0.280 0.116 5.014 0.0591
H 3.435 3.891 6.424 0.0377
H 1.673 -4.105 -5.829 0.0790
H -7.510 -0.714 -4.440 0.0734
H -0.749 3.223 3.650 0.1103
H -2.206 -1.732 -0.651 0.1390
H 1.934 -6.731 -6.285 0.0696
H -0.902 1.024 2.836 0.1151
H -0.149 -5.205 -6.666 0.0977
H 7.071 5.441 7.578 0.1183
H 0.781 4.039 3.711 0.1090
H 1.374 2.618 5.790 0.0533
H -0.315 -4.439 -0.218 0.0994
H -0.322 2.097 5.785 0.0577
H -7.661 2.653 -0.671 0.1196
H -0.994 -6.582 -2.901 0.1014
H -6.202 -0.182 -2.552 0.0968
H 7.197 2.062 6.070 0.1023
H -1.594 -0.010 -5.332 0.1125
H 2.612 1.521 4.231 0.0990
H 3.362 5.635 6.244 0.0727
H 0.160 -8.844 -4.587 0.0601
H 4.161 4.946 7.653 0.0702
H -0.095 -1.163 3.828 0.0695
H -8.434 0.622 0.351 0.0761
H 5.859 2.371 5.021 0.1075
H 2.141 -3.482 -4.251 0.0726
H -1.807 3.184 -2.009 0.1060
H -0.310 -8.853 -2.898 0.0773
H 8.609 4.122 8.867 0.0737
H 0.808 -8.088 -6.465 0.0593
H 8.972 3.863 7.158 0.0799
H 1.134 -7.973 -3.386 0.0703
H -1.133 -6.609 -6.462 0.1190
H -5.559 3.161 -3.511 0.1034
H 0.468 0.299 2.069 0.0803
H 4.244 1.970 6.808 0.0455
H -7.662 3.076 -4.768 0.0563
H 2.785 2.950 3.221 0.1165
```

Properties
Net charge = +1
E_tot = -2984.61454 Eh
HOMO-LUMO gap = 5.3 eV